Here is a molecular structure, H54O35SV2 from the Open Molecules 2025 dataset. Energies are from wB97M-V/def2-TZVPD.

Element x y z (Å)
V  -2.96460  -1.93628  -1.15612
V  1.94293  1.22187  -1.56103
S  -0.32616  0.13107  -0.37227
O  -3.60442  3.23875  0.52000
O  2.81220  -1.23683  4.20062
O  1.52234  5.28280  -3.45180
O  -4.14862  -0.17494  -0.12847
O  -0.88292  5.88750  -2.34479
O  1.94877  -1.80371  1.23615
O  1.61860  -5.36444  -0.21482
O  5.71735  -0.62373  -1.42680
O  -2.46463  -2.91043  3.90446
O  -1.66179  3.58257  -1.40134
O  4.48918  -2.72274  -0.26588
O  -2.33829  -3.33567  -1.50684
O  -1.31629  -0.57213  -1.14761
O  -0.31871  -0.32264  3.71782
O  0.71208  -3.30520  3.38188
O  0.95128  0.43953  -3.44716
O  -0.56075  0.04183  1.09070
O  -3.69388  -1.47868  -2.47412
O  -4.77785  -3.00244  -0.17591
O  -5.60596  1.96773  -1.40324
O  0.97837  -0.48308  -0.63977
O  -1.69044  1.11354  -3.80379
O  1.05031  6.45499  -0.33940
O  0.18647  -4.71404  -4.00665
O  1.94179  2.70811  -2.16747
O  -1.40122  -0.90007  6.08659
O  -2.29453  -2.11943  1.15366
O  2.62608  -3.39346  -4.12119
O  0.17558  3.01073  4.28903
O  1.12814  -2.97441  -1.46039
O  -0.03311  2.56929  1.82682
O  2.66403  2.06234  0.63555
O  4.14483  0.51003  2.45372
O  -0.14736  1.50713  -0.70591
O  3.38954  0.54374  -1.66648
H  -0.98621  -0.43872  6.81539
H  1.98144  2.40451  1.21279
H  -0.33224  -0.27915  2.76170
H  4.68652  -0.27547  2.37759
H  1.71313  4.34992  -3.35402
H  -2.43469  -2.02563  4.26842
H  -0.19027  -3.02012  3.23792
H  5.06950  -3.35650  0.15580
H  3.79640  -2.56747  0.37613
H  -2.59997  -3.47770  4.66348
H  -1.16990  2.80302  -1.14329
H  0.17068  2.82618  3.34980
H  0.99256  -2.11419  -1.06306
H  -1.12266  5.13990  -1.79721
H  -0.72635  -0.93412  5.40864
H  1.67634  5.46335  -4.37911
H  -0.35180  1.67415  1.71110
H  2.68847  -2.88956  -4.93263
H  1.89440  -2.86096  -2.02271
H  4.95003  -0.13248  -1.72026
H  -5.67969  1.76308  -2.33540
H  3.63089  0.37096  3.24918
H  -0.09184  5.60495  -2.80369
H  -4.09756  2.97775  -0.25776
H  -4.82409  -0.42931  0.50024
H  2.03027  -1.69503  3.89260
H  -5.27610  -3.77211  -0.45082
H  1.77224  -3.82327  -4.17065
H  -0.52190  -4.75357  -4.64922
H  1.34302  -5.79811  -1.02242
H  -4.92513  -2.94584  0.76819
H  1.55093  -4.42964  -0.40926
H  5.37098  -1.47766  -1.16783
H  0.91308  6.01868  -1.18025
H  -1.63089  -1.45376  1.33452
H  2.47601  -1.04713  1.49275
H  -0.31639  3.82723  4.37573
H  -2.10988  3.32754  -2.20781
H  -2.80559  3.63762  0.17501
H  -0.13116  0.57377  3.99620
H  1.40780  -1.48527  0.51354
H  -2.48917  1.46832  -4.19416
H  -0.19271  -4.25096  -3.25964
H  0.13866  0.88617  -3.68462
H  3.38379  -1.93119  4.52829
H  -4.12025  0.78045  -0.07682
H  0.56060  7.27428  -0.41141
H  -2.00083  0.50763  -3.13092
H  -6.27773  1.42889  -0.98537
H  -0.11152  2.96600  0.95924
H  1.42461  0.34681  -4.27396
H  -2.45573  -2.53409  2.00119
H  3.38746  1.84336  1.22286
H  1.19437  -2.96499  2.62830

Forces on the atoms, in the same order (eV/Å):
0.284 -0.625 0.497
2.043 0.894 -0.112
-0.131 -1.836 4.501
-0.387 -0.524 0.716
0.447 0.437 0.099
0.074 0.179 -0.198
0.034 -0.745 0.234
-0.533 0.891 -0.187
0.573 -1.031 0.897
0.178 -0.731 0.533
1.017 0.357 -0.285
-0.107 -0.023 -0.652
-0.456 0.070 0.165
0.115 -0.298 -0.048
-0.120 0.751 0.075
-2.305 -0.822 -1.105
0.068 -0.288 0.193
0.171 -0.155 0.551
0.745 -0.188 1.093
-0.794 -0.466 -1.589
0.261 0.021 0.033
0.246 0.705 -0.068
0.222 0.257 0.131
1.179 0.538 -1.452
0.181 0.273 0.066
0.528 -0.108 0.681
0.086 -0.135 -0.151
0.283 -1.540 0.423
-0.451 -0.259 0.431
-0.544 -0.013 -1.055
0.570 0.458 0.251
0.229 -0.237 1.341
-0.471 -0.595 -0.154
0.416 0.509 -0.523
-0.938 -0.069 -1.454
0.020 0.501 -0.526
0.239 2.622 -1.815
-2.368 1.358 -0.481
-0.032 0.072 0.244
-0.607 0.230 0.281
0.194 -0.132 -0.288
0.234 -0.116 -0.115
0.227 -0.545 0.386
0.152 0.527 0.409
-0.350 0.030 0.152
0.161 -0.285 -0.010
-0.637 0.113 0.200
0.072 -0.232 0.160
0.392 -0.424 0.028
-0.013 0.355 -0.424
-0.027 0.014 -0.360
-0.093 -0.176 0.206
0.274 -0.009 -0.483
0.034 0.246 -0.228
-0.283 -0.611 -0.136
0.160 0.101 -0.140
0.550 -0.034 -0.463
0.090 0.037 0.007
0.012 -0.051 -0.276
-0.284 -0.331 0.490
0.383 -0.056 -0.504
-0.293 0.209 -0.344
-0.087 -0.096 0.264
-0.716 -0.281 0.001
0.085 -0.274 -0.505
-0.625 -0.501 -0.082
-0.136 -0.082 -0.227
-0.033 -0.053 -0.178
0.229 0.066 0.418
-0.124 0.506 -0.253
-0.242 -0.289 0.229
-0.140 0.113 -0.220
0.461 0.736 0.061
0.240 0.493 0.299
-0.116 0.112 0.091
-0.097 0.066 -0.318
0.226 0.166 -0.288
0.007 0.558 0.344
0.215 0.053 0.154
-0.087 0.121 -0.321
-0.091 0.258 0.598
-0.960 0.458 -0.082
0.111 -0.180 0.160
0.329 0.619 -0.161
-0.207 0.058 -0.136
-0.126 -0.489 0.348
-0.254 -0.074 0.107
-0.082 0.369 -0.096
0.536 -0.128 -0.075
-0.243 -0.657 0.613
0.788 -0.794 0.155
0.225 0.081 -0.746

Calculated values
Calculated total energy   -134755.53834 eV
Relative energy (zero: lowest compared OMol25 entry of this formula, charge and spin)   0.00 kJ/mol

=====

Here is H5N2O2P in the gas phase from the Open Molecules 2025 dataset. Energies are from wB97M-V/def2-TZVPD.

Element x y z (Å)
P  0.90306  0.26389  0.56765
O  1.35176  -1.27151  0.04769
O  1.90035  1.23387  -0.21497
N  -1.75101  -0.28149  0.03663
N  -0.56341  0.36690  -0.41343
H  -2.20087  0.25909  0.85935
H  0.99869  -1.93031  0.68550
H  -1.59076  -1.30076  0.03938
H  -0.69317  1.41420  -0.43021
H  1.64538  1.24612  -1.17758

Forces on the atoms, in the same order (eV/Å):
-0.916 -1.951 1.452
-0.476 0.235 0.597
-0.736 0.040 -2.018
-0.455 1.289 0.872
1.271 2.279 -0.074
1.172 -2.185 -1.374
0.536 0.605 -0.500
-0.433 1.104 0.610
-0.584 -1.458 -0.377
0.621 0.043 0.813

Calculated values
Calculated total energy   -16444.88812 eV
Relative energy (zero: lowest compared OMol25 entry of this formula, charge and spin)   217.58 kJ/mol

=====

Here is 2 unconnected molecules or ions with the total composition H5N2OP from the Open Molecules 2025 dataset. Energies are from wB97M-V/def2-TZVPD.

Element x y z (Å)
P  1.00375  0.01671  -0.10642
O  2.49585  -0.11810  -0.19132
N  0.48231  1.38280  0.75528
N  0.40706  -1.29980  0.64672
H  -0.60501  -1.16991  0.85161
H  0.55725  -2.11259  0.03265
H  1.38520  1.90837  0.98899
H  -0.35940  1.70133  1.17591
H  -0.59968  -0.83964  -2.86931

Forces on the atoms, in the same order (eV/Å):
1.557 1.471 -0.416
-1.183 0.700 -0.158
3.592 0.045 -0.302
-2.086 -1.262 0.426
0.919 -0.533 -0.128
-0.240 0.270 0.588
-2.130 -0.690 -0.225
-0.528 -0.083 0.053
0.098 0.080 0.163

Calculated values
Calculated total energy   -14394.94218 eV
Relative energy (zero: lowest compared OMol25 entry of this formula, charge and spin)   409.69 kJ/mol

=====

Here is a molecular structure, H5N2OPS2 from the Open Molecules 2025 dataset. Energies are from wB97M-V/def2-TZVPD.

Element x y z (Å)
S  0.94775  -2.47731  0.82350
S  -0.10768  0.69075  1.31569
P  0.94318  -0.41332  -0.14123
O  2.50388  -0.06905  -0.00303
N  -1.56877  1.36280  -1.34652
N  -1.91454  1.15616  -0.11930
H  2.85261  0.00044  0.87847
H  -2.14825  0.18814  0.11206
H  -2.19305  2.11095  0.26261
H  1.98872  -3.02378  0.04939
H  -1.30384  0.47422  -1.83165

Forces on the atoms, in the same order (eV/Å):
0.873 0.532 -0.912
1.056 -0.797 0.243
-1.090 -0.774 0.760
0.303 0.384 -0.736
0.135 -0.359 -0.587
0.608 1.247 -2.422
0.199 0.001 0.790
-0.591 0.890 1.026
0.067 -2.471 0.453
-1.131 0.722 0.627
-0.426 0.624 0.758

Calculated values
Calculated total energy   -36065.90097 eV
Relative energy (zero: lowest compared OMol25 entry of this formula, charge and spin)   275.13 kJ/mol

=====

Here is a molecular structure, H5N2P from the Open Molecules 2025 dataset. Energies are from wB97M-V/def2-TZVPD.

Element x y z (Å)
P  -1.72170  0.09232  0.19516
N  0.54341  0.50780  0.43996
N  1.34836  -0.46904  -0.07240
H  1.19416  -1.49577  0.13458
H  1.45662  -0.35225  -1.03503
H  0.33644  0.32769  1.45100
H  -1.41628  1.40500  0.09900
H  -1.74102  -0.01576  -1.21229

Forces on the atoms, in the same order (eV/Å):
1.896 -0.466 0.304
-2.947 -1.369 0.666
0.447 -1.895 1.827
-0.096 1.782 -0.017
0.195 0.329 -1.580
0.968 0.035 -1.032
-0.666 1.714 -0.024
0.203 -0.130 -0.144

Calculated values
Calculated total energy   -12346.59841 eV
Relative energy (zero: lowest compared OMol25 entry of this formula, charge and spin)   312.68 kJ/mol

=====

Here is 2 unconnected molecules or ions with the total composition H5N3O from the Open Molecules 2025 dataset. Energies are from wB97M-V/def2-TZVPD.

Element x y z (Å)
O  -1.01331  0.19115  -2.45578
N  0.41964  -0.55853  0.67442
N  -1.00243  -0.68019  -1.56563
N  1.15215  0.67232  0.56120
H  0.60301  1.53091  0.92835
H  2.09060  0.71813  1.10542
H  -0.42337  -0.33489  0.20040
H  -1.87656  -0.76572  -1.02073
H  0.05028  -0.77319  1.57235

Forces on the atoms, in the same order (eV/Å):
-0.859 -2.429 3.132
0.880 0.406 -0.072
1.508 1.473 -3.857
0.956 2.462 1.886
1.039 -1.904 -0.552
-2.324 -0.822 -1.212
-0.337 -0.121 -0.725
-1.125 0.814 -0.217
0.262 0.122 1.616

Calculated values
Calculated total energy   -6593.95516 eV
Relative energy (zero: lowest compared OMol25 entry of this formula, charge and spin)   245.18 kJ/mol

=====

Here is 2 unconnected molecules or ions with the total composition H5N4O from the Open Molecules 2025 dataset. Energies are from wB97M-V/def2-TZVPD.

Element x y z (Å)
O  0.27227  -1.44526  -0.29870
N  -1.88377  -0.15056  0.09508
N  0.37939  -0.22367  0.36934
N  1.57879  0.53503  0.21815
N  -0.66987  0.64842  0.27678
H  1.61787  1.06157  -0.69541
H  -1.24288  -0.94353  -0.34870
H  -1.92463  -0.68537  1.07912
H  2.44094  -0.15536  0.28690
H  -0.56812  1.35872  -0.98257

Forces on the atoms, in the same order (eV/Å):
0.387 1.735 -0.243
2.283 -2.508 1.696
1.294 -0.891 0.619
1.708 -1.567 0.152
-0.261 2.429 -2.102
-0.396 -0.859 0.328
-1.944 0.080 -0.238
-0.140 1.722 -2.128
-2.749 1.730 -0.460
-0.183 -1.871 2.376

Calculated values
Calculated total energy   -8083.31497 eV
Charge   -1
Relative energy (zero: lowest compared OMol25 entry of this formula, charge and spin)   312.89 kJ/mol

=====

Here is H5NO2P2 in the gas phase from the Open Molecules 2025 dataset. Energies are from wB97M-V/def2-TZVPD.

Element x y z (Å)
P  -1.60614  0.32245  -0.93094
P  0.28893  0.20153  0.19040
O  1.23803  -1.04849  -0.40522
O  1.14553  1.60198  -0.04109
N  0.04120  -0.02276  1.73917
H  0.86763  -1.36136  -1.23188
H  0.47638  -0.89354  2.01398
H  -2.48969  0.87167  0.03489
H  1.98429  1.39277  -0.44177
H  -1.94617  -1.06425  -0.92754

Forces on the atoms, in the same order (eV/Å):
0.071 0.547 -1.596
0.994 -0.745 3.733
-1.064 1.767 -0.035
-1.600 -1.352 -0.406
0.092 0.332 -2.076
0.103 -0.323 -0.489
0.036 -0.092 0.348
0.500 -0.513 0.254
0.681 0.003 -0.347
0.186 0.375 0.615

Calculated values
Calculated total energy   -24243.70492 eV
Relative energy (zero: lowest compared OMol25 entry of this formula, charge and spin)   131.78 kJ/mol

=====

Question: Which of these has the highest calculated total energy?
Answer: H5N3O

=====

Question: What is the formula in the fifth record?
Answer: H5N2P

=====

Question: Look up the relative energy (zero: lowest compared OMol25 entry of this formula, charge and spin) of the third one.
Answer: 409.69 kJ/mol

=====

Question: Number 2 is which compound?
Answer: H5N2O2P